1.
The following is a DFT calculation (wB97M-V/def2-TZVPD) of a 2-piece molecular cluster, C2H3Cl2PS overall in a non-equilibrium geometry.

XYZ file:
```
9
Properties=species:S:1:pos:R:3
S 1.70 -2.92 0.12
P 0.75 -1.04 0.55
Cl 1.24 -0.29 -1.29
Cl 2.04 -0.13 1.81
H 1.44 -3.22 1.40
C -1.74 1.70 -1.23
C -1.98 1.84 -0.06
H -1.41 1.85 -2.26
H -2.04 2.21 0.96
```

Strongest force on any atom ... 0.0267 hartree/bohr
SMILES ... SP(Cl)Cl.C#C
Kohn-Sham gap ... 10.0 eV
Energy relative to the best compared isomer or geometry (same formula, charge and spin) ... 183.8 kJ/mol
Energy ... -47290.5964 eV
Highest occupied orbital energy ... -9.55 eV
2S+1 ... 1

Partial atomic charges computed with the Mulliken method, in multiples of e: -0.23 0.41 -0.20 -0.16 0.17 -0.33 -0.31 0.32 0.32

2.
The following is a DFT calculation (wB97M-V/def2-TZVPD) of a 2-piece molecular cluster, C2H3Cl3 overall in a non-equilibrium geometry.

XYZ file:
```
8
Properties=species:S:1:pos:R:3
C 1.01 -0.52 -0.02
C -0.84 0.66 0.26
Cl 0.98 -1.23 -1.53
Cl -1.93 -0.43 0.93
Cl -1.21 1.22 -1.34
H 0.68 -1.19 0.75
H 1.89 0.06 -0.02
H -0.58 1.44 0.96
```

Strongest force on any atom ... 0.0789 hartree/bohr
Kohn-Sham gap ... 9.5 eV
Energy relative to the best compared isomer or geometry (same formula, charge and spin) ... 244.4 kJ/mol
Energy ... -39687.5799 eV
Highest occupied orbital energy ... -8.95 eV
2S+1 ... 1

Partial atomic charges computed with the Mulliken method, in multiples of e: -0.49 -0.13 -0.10 -0.12 -0.12 0.32 0.32 0.32

3.
The following is a DFT calculation (wB97M-V/def2-TZVPD) of C2H3Cl3OSi in the gas phase in a non-equilibrium geometry.

XYZ file:
```
10
Properties=species:S:1:pos:R:3
Cl 2.57 0.09 -1.52
Si 1.40 -0.44 0.09
Cl 2.03 0.51 1.67
Cl 1.31 -2.50 0.17
C -0.43 0.18 -0.52
C -1.55 0.27 0.37
O -0.79 1.47 0.00
H -0.67 -0.10 -1.49
H -2.55 0.50 -0.11
H -1.33 0.01 1.34
```

Strongest force on any atom ... 0.0775 hartree/bohr
SMILES ... Cl[Si](Cl)(Cl)[C@H]1CO1
Kohn-Sham gap ... 10.6 eV
Energy relative to the best compared isomer or geometry (same formula, charge and spin) ... 44.4 kJ/mol
Energy ... -49617.4159 eV
Highest occupied orbital energy ... -10.18 eV
2S+1 ... 1

Partial atomic charges computed with the Mulliken method, in multiples of e: -0.25 0.75 -0.16 -0.23 -0.28 -0.30 -0.41 0.41 0.23 0.23

4.
The following is a DFT calculation (wB97M-V/def2-TZVPD) of C2H3Cl3S in the gas phase in a non-equilibrium geometry.

XYZ file:
```
9
Properties=species:S:1:pos:R:3
C -1.43 -0.40 -0.14
C 2.08 0.30 0.29
S -1.33 0.50 1.38
Cl -1.89 0.81 -1.48
Cl 1.78 0.40 -1.46
Cl 0.93 1.07 1.08
H -0.34 -0.70 -0.25
H -2.17 -1.21 -0.04
H 2.38 -0.79 0.61
```

Strongest force on any atom ... 0.0818 hartree/bohr
Kohn-Sham gap (spin up / spin down) ... 7.7 / 7.7 eV
Energy relative to the best compared isomer or geometry (same formula, charge and spin) ... 385.0 kJ/mol
Energy ... -50521.1927 eV
Highest occupied orbital energy (spin up / spin down) ... -8.92 / -9.05 eV
2S+1 ... 1

Partial atomic charges computed with the Mulliken method, in multiples of e: -0.26 -0.10 -0.15 -0.15 -0.13 0.08 0.10 0.32 0.30

5.
The following is a DFT calculation (wB97M-V/def2-TZVPD) of C2H3ClF2 in the gas phase in a non-equilibrium geometry.

XYZ file:
```
8
Properties=species:S:1:pos:R:3
C 0.67 0.05 0.55
C -0.43 -0.03 -0.42
F -1.53 0.49 0.16
F -0.28 0.79 -1.50
Cl -0.89 -1.62 -1.08
H 1.31 0.90 0.21
H 0.04 0.35 1.47
H 1.13 -0.92 0.61
```

Strongest force on any atom ... 0.0474 hartree/bohr
SMILES ... CC(F)(F)Cl
Kohn-Sham gap ... 12.7 eV
Energy relative to the best compared isomer or geometry (same formula, charge and spin) ... 42.2 kJ/mol
Energy ... -20079.9517 eV
Highest occupied orbital energy ... -11.77 eV
2S+1 ... 1

Partial atomic charges computed with the Mulliken method, in multiples of e: -0.93 0.77 -0.25 -0.25 -0.17 0.27 0.26 0.30

6.
The following is a DFT calculation (wB97M-V/def2-TZVPD) of a 2-piece molecular cluster, C2H3ClF2N2O overall in a non-equilibrium geometry.

XYZ file:
```
11
Properties=species:S:1:pos:R:3
C 0.16 -0.20 -0.21
C -1.30 -0.23 0.13
H 2.58 0.34 0.31
H 0.23 1.67 0.63
H 0.23 -2.09 -0.14
N 0.72 1.02 -0.08
N 0.87 -1.18 -0.44
O 2.01 1.36 -0.51
F -1.66 0.51 1.25
F -1.74 -1.41 0.38
Cl -2.12 0.21 -1.32
```

Strongest force on any atom ... 0.1386 hartree/bohr
Kohn-Sham gap ... 9.3 eV
Energy relative to the best compared isomer or geometry (same formula, charge and spin) ... 418.6 kJ/mol
Energy ... -25102.7784 eV
Highest occupied orbital energy ... -9.50 eV
2S+1 ... 1

Partial atomic charges computed with the Mulliken method, in multiples of e: 0.25 0.85 0.36 0.26 0.27 -0.20 -0.71 -0.47 -0.24 -0.24 -0.13

7.
The following is a DFT calculation (wB97M-V/def2-TZVPD) of a 2-piece molecular cluster, C2H3ClF3NO2S overall in a non-equilibrium geometry.

XYZ file:
```
13
Properties=species:S:1:pos:R:3
C 1.86 -0.79 -0.11
C 2.93 0.06 0.39
N -3.13 0.54 -1.04
O -3.12 1.12 1.56
O -2.70 -1.21 0.76
F 3.94 0.47 -0.44
F 3.61 -0.63 1.35
F 2.39 1.21 0.81
S -2.49 0.19 0.55
Cl 0.37 -0.24 -0.46
H 2.09 -1.81 -0.18
H -2.71 -0.26 -1.51
H -3.04 1.35 -1.67
```

Strongest force on any atom ... 0.0908 hartree/bohr
Kohn-Sham gap (spin up / spin down) ... 7.1 / 8.6 eV
Energy relative to the best compared isomer or geometry (same formula, charge and spin) ... 229.7 kJ/mol
Energy ... -39214.1239 eV
Highest occupied orbital energy (spin up / spin down) ... -9.66 / -10.08 eV
2S+1 ... 1

Partial atomic charges computed with the Mulliken method, in multiples of e: -0.62 0.96 -0.45 -0.52 -0.44 -0.25 -0.24 -0.23 0.83 -0.05 0.44 0.29 0.28

8.
The following is a DFT calculation (wB97M-V/def2-TZVPD) of C2H3ClFI in the gas phase in a non-equilibrium geometry.

XYZ file:
```
8
Properties=species:S:1:pos:R:3
C 0.77 0.35 0.16
C -0.61 -0.32 -0.18
F -0.61 -0.54 -1.56
Cl -0.57 -1.85 0.69
I -2.29 1.02 0.22
H 0.80 0.56 1.14
H 1.43 -0.40 -0.08
H 1.07 1.18 -0.39
```

Strongest force on any atom ... 0.0694 hartree/bohr
SMILES ... C[C@@](F)(Cl)I
Kohn-Sham gap ... 9.9 eV
Energy relative to the best compared isomer or geometry (same formula, charge and spin) ... 0.0 kJ/mol
Energy ... -25462.6153 eV
Highest occupied orbital energy ... -10.03 eV
2S+1 ... 1

Partial atomic charges computed with the Mulliken method, in multiples of e: -1.39 0.41 -0.22 -0.13 0.08 0.44 0.43 0.39

9.
The following is a DFT calculation (wB97M-V/def2-TZVPD) of a 2-piece molecular cluster, C2H3ClFI overall in a non-equilibrium geometry.

XYZ file:
```
8
Properties=species:S:1:pos:R:3
C -0.62 -0.57 -0.33
C -0.77 -0.81 0.98
F -0.12 -1.85 1.58
I -2.10 0.32 2.04
H 0.11 -1.13 -1.06
H -1.19 0.18 -0.87
Cl 1.31 1.84 0.69
H 1.06 2.14 -0.55
```

Strongest force on any atom ... 0.0500 hartree/bohr
SMILES ... C=C(F)I.Cl
Kohn-Sham gap ... 9.7 eV
Energy relative to the best compared isomer or geometry (same formula, charge and spin) ... 71.5 kJ/mol
Energy ... -25461.8740 eV
Highest occupied orbital energy ... -9.27 eV
2S+1 ... 1

Partial atomic charges computed with the Mulliken method, in multiples of e: -0.74 0.31 -0.24 0.15 0.21 0.31 -0.24 0.24

10.
The following is a DFT calculation (wB97M-V/def2-TZVPD) of a 2-piece molecular cluster, C2H3ClFNOS overall in a non-equilibrium geometry.

XYZ file:
```
10
Properties=species:S:1:pos:R:3
C -0.35 -0.63 0.68
N -0.72 0.53 0.98
C -0.05 1.71 1.08
O 0.46 2.38 0.25
F -0.28 2.34 2.28
H -1.22 -1.28 0.73
H 0.60 -0.90 0.39
S 0.79 1.08 -2.77
Cl -1.01 1.70 -3.56
H 0.80 1.78 -1.63
```

Strongest force on any atom ... 0.0532 hartree/bohr
SMILES ... C=NC(=O)F.SCl
Kohn-Sham gap ... 9.1 eV
Energy relative to the best compared isomer or geometry (same formula, charge and spin) ... 136.7 kJ/mol
Energy ... -31734.1695 eV
Highest occupied orbital energy ... -9.36 eV
2S+1 ... 1

Partial atomic charges computed with the Mulliken method, in multiples of e: -0.21 -0.31 0.62 -0.44 -0.23 0.26 0.31 -0.12 -0.13 0.25

11.
The following is a DFT calculation (wB97M-V/def2-TZVPD) of C2H3ClINO2 as an isolated structure in a non-equilibrium geometry.

XYZ file:
```
10
Properties=species:S:1:pos:R:3
C 0.23 0.49 0.50
C 0.79 -0.19 -0.70
N -1.50 -0.47 0.84
O -1.31 -1.62 0.83
O -2.38 0.31 1.12
Cl -0.16 -0.27 -2.18
I 2.68 0.88 -1.26
H 0.84 0.70 1.32
H -0.23 1.49 0.14
H 1.05 -1.31 -0.61
```

Strongest force on any atom ... 0.1166 hartree/bohr
Kohn-Sham gap ... 8.9 eV
Energy relative to the best compared isomer or geometry (same formula, charge and spin) ... 57.8 kJ/mol
Energy ... -28326.0284 eV
Highest occupied orbital energy ... -9.74 eV
2S+1 ... 1

Partial atomic charges computed with the Mulliken method, in multiples of e: -0.65 -0.33 0.80 -0.46 -0.50 -0.11 0.07 0.43 0.33 0.42

12.
The following is a DFT calculation (wB97M-V/def2-TZVPD) of an isolated ion of composition C2H3ClN and charge +1 in a non-equilibrium geometry.

XYZ file:
```
7
Properties=species:S:1:pos:R:3
C 0.67 0.85 1.00
N -0.02 0.04 0.24
C -0.48 -0.59 -0.72
Cl -1.77 -2.23 -1.25
H 1.59 0.68 1.52
H 0.13 1.70 1.01
H -0.11 -0.45 -1.80
```

Strongest force on any atom ... 0.0919 hartree/bohr
SMILES ... C=[N+]=CCl
Total charge ... +1
Kohn-Sham gap ... 8.7 eV
Energy relative to the best compared isomer or geometry (same formula, charge and spin) ... 175.9 kJ/mol
Energy ... -16123.5011 eV
Highest occupied orbital energy ... -16.40 eV
2S+1 ... 1

Partial atomic charges computed with the Mulliken method, in multiples of e: -0.04 -0.02 0.10 -0.01 0.31 0.30 0.35